(1)
{
  "formula": "C3H6N3",
  "method": "ωB97M-V with the def2-TZVPD basis set",
  "species": ["N", "N", "N", "C", "C", "C", "H", "H", "H", "H", "H", "H"],
  "xyz": [[-1.23445, -0.76488, 0.48237], [0.85182, 0.07275, 0.47798], [-0.18513, -0.38623, 0.42507], [2.52933, -0.95688, -0.79071], [2.12893, -0.26622, 0.30958], [-2.39306, -0.40608, -0.32033], [3.52130, -1.19502, -0.89365], [2.83417, 0.25901, 0.97454], [-2.22939, 0.56677, -0.73603], [-2.56422, -1.16450, -1.09691], [1.81692, -1.31854, -1.50960], [-3.25003, -0.38746, 0.38325]],
  "forces_ev_per_angstrom": [[-4.7, -2.0, 0.8], [-0.5, 2.1, 1.6], [2.5, 0.7, -0.9], [-2.4, 1.0, 2.1], [4.0, -0.9, -2.3], [-1.3, -0.5, 0.2], [2.2, -0.4, -0.4], [-0.5, -0.5, -0.3], [0.0, 0.5, -0.4], [0.1, 0.2, 0.3], [-0.1, -0.1, -0.2], [0.5, -0.1, -0.6]],
  "lowdin_charge": [0.157, 0.186, 0.029, 0.146, -0.128, 0.024, 0.053, 0.139, 0.091, 0.111, 0.080, 0.114],
  "total_charge": 1,
  "orbital_gap_ev": 9.3,
  "lumo_energy_ev": -5.45,
  "e_tot_ev": -7666.870,
  "smiles": "C=CN=[N+]=NC",
  "e_above_lowest_ev": 4.506
}

***

(2)
{
  "formula": "C36H57ClNO19P",
  "method": "ωB97M-V with the def2-TZVPD basis set",
  "species": ["Cl", "P", "O", "O", "O", "O", "O", "O", "O", "O", "O", "O", "O", "O", "O", "O", "O", "O", "O", "O", "O", "N", "C", "C", "C", "C", "C", "C", "C", "C", "C", "C", "C", "C", "C", "C", "C", "C", "C", "C", "C", "C", "C", "C", "C", "C", "C", "C", "C", "C", "C", "C", "C", "C", "C", "C", "C", "C", "H", "H", "H", "H", "H", "H", "H", "H", "H", "H", "H", "H", "H", "H", "H", "H", "H", "H", "H", "H", "H", "H", "H", "H", "H", "H", "H", "H", "H", "H", "H", "H", "H", "H", "H", "H", "H", "H", "H", "H", "H", "H", "H", "H", "H", "H", "H", "H", "H", "H", "H", "H", "H", "H", "H", "H", "H"],
  "xyz": [[-0.27562, 0.65075, 1.53095], [1.82828, 2.96645, -1.00174], [-10.24525, -2.42116, -4.36563], [6.06813, -1.25898, 10.26757], [4.26962, -2.20149, 9.21514], [-3.67798, 1.95023, -4.38721], [4.18855, 1.72100, 0.42644], [8.54144, 1.45144, 5.47854], [6.51842, -0.57651, 0.46221], [-10.32032, -0.26620, -5.12792], [6.93754, 0.49056, -0.19071], [-6.76725, 0.67819, -0.81639], [-4.14092, -2.14033, -5.14446], [10.00066, -0.17265, 4.79766], [-5.93944, -3.08283, -6.19688], [-2.62357, 1.55789, -2.39602], [1.86404, 1.71503, 2.86546], [2.86903, -0.77732, 4.72271], [-7.42442, -1.50788, -0.67566], [3.89894, 1.46777, -2.03968], [3.59509, -2.17157, 3.06155], [4.88424, 0.41975, 2.30643], [9.02101, -0.71154, 2.75081], [8.95954, 0.69257, 4.61976], [-10.90959, 0.39086, -6.24900], [-2.99689, 1.63332, -1.02098], [-11.28338, -1.91958, -6.49289], [-4.71180, -1.28888, -7.25951], [-7.62512, -2.56661, -1.61085], [1.56849, 0.78852, 1.92715], [-10.55524, -1.60800, -5.22053], [-11.04608, -0.67275, -7.30684], [-7.10614, -0.62137, -2.82906], [-3.26862, -1.04461, -5.41699], [5.49725, -0.40754, 8.15251], [-3.66800, 1.97962, -3.16770], [2.08708, -2.37715, 6.22898], [-3.30583, -0.86904, -6.91256], [-7.91890, -1.88786, -2.92306], [8.44607, 0.60290, 3.21460], [2.96381, 4.47110, -3.30100], [-5.01865, -2.28279, -6.18055], [4.13285, 0.36330, 0.95528], [5.07032, -0.74150, 0.11747], [3.17325, -1.99841, 4.19303], [5.19040, -1.40145, 9.23148], [2.95765, -3.07404, 5.21416], [6.94043, -0.16326, 9.99503], [-7.08206, -0.37196, -1.35143], [2.27133, 4.66169, -1.78923], [6.90322, 0.01231, 8.49947], [2.51088, -0.93798, 6.09447], [-4.12298, 2.63237, -0.96879], [10.28690, -0.82173, 3.55971], [3.46718, 1.92284, -0.82849], [-4.80245, 2.43401, -2.30010], [2.61487, -0.20606, 1.17192], [0.77636, 2.09620, -2.32577], [2.69836, -1.25472, 1.71715], [-7.58609, 0.20368, -3.36043], [-6.08208, -0.76778, -3.18356], [7.35388, 0.59268, 3.19381], [4.79395, 0.42672, 8.22452], [5.04417, -0.58188, 2.62525], [2.16173, 4.02249, -4.06188], [-10.26459, 1.21148, -6.57636], [3.03896, 5.27253, -1.12695], [-2.13888, 1.95405, -0.42301], [3.92344, -3.36403, 5.63720], [1.43290, 1.94917, -3.31236], [2.45119, -3.93739, 4.77651], [-4.78729, 2.48792, -0.11264], [-6.71481, -3.17394, -1.65161], [-5.23503, 3.36549, -2.67245], [-2.59104, -1.55418, -7.38443], [8.33738, -1.52630, 3.01881], [4.74880, -1.85266, 0.41414], [-5.55827, 1.64487, -2.25765], [-5.41510, -0.45462, -7.18750], [9.19394, -0.75730, 1.67231], [6.56929, 0.71928, 10.52656], [-7.67047, -2.50378, -3.79144], [-8.45694, -3.19634, -1.28200], [-0.19418, 2.69130, -2.66264], [1.70000, -0.24855, 6.34704], [-3.63977, -0.16206, -4.88546], [4.29335, 0.84001, 3.04962], [-10.10378, -0.76909, -7.85984], [-11.84052, -0.46319, -8.02803], [-11.87822, 0.80075, -5.94421], [7.94743, -0.39558, 10.35363], [3.88607, 3.75449, -3.29697], [7.14811, 1.02844, 8.17908], [4.98837, -0.65198, -1.03771], [2.20105, -2.76639, 7.24419], [-2.26162, -1.27693, -5.05839], [0.41317, 1.03566, -1.91932], [2.17598, -0.41969, 0.08829], [-8.98502, -1.63656, -2.98026], [1.33105, 5.35692, -1.99561], [10.56328, -1.86380, 3.74500], [-3.06094, 0.14710, -7.23294], [-4.75982, -1.75221, -8.24766], [-3.30877, 0.63763, -0.68857], [5.44923, -0.87086, 7.16436], [3.38303, -0.70188, 6.71316], [-3.71482, 3.64887, -0.91272], [11.13015, -0.31019, 3.08387], [3.37029, 5.52310, -3.68827], [7.61801, -0.67283, 8.02759], [-12.34427, -2.06503, -6.27116], [-10.86465, -2.80284, -6.98067], [6.77318, 1.27751, 0.43045], [8.83734, 1.44476, 2.63668], [1.03350, -2.48196, 5.94264]],
  "forces_ev_per_angstrom": [[2.4, -0.2, 0.2], [-1.3, 0.8, 1.2], [-0.8, 1.6, -1.4], [-0.8, -0.6, -0.5], [1.5, 0.9, 0.4], [0.6, -0.1, 1.5], [-2.1, -0.7, -2.5], [0.9, -1.4, -0.8], [-3.8, -3.6, 1.4], [0.2, -0.8, 0.4], [1.4, 4.8, -0.8], [-0.6, -1.6, 0.0], [-0.9, -0.7, -0.5], [-0.6, 0.5, 0.5], [1.5, 1.0, 0.5], [-0.2, 0.1, -1.1], [-1.7, -6.6, -6.6], [0.4, -0.8, -1.2], [0.3, 1.3, 0.1], [-2.0, 2.0, 7.9], [-0.4, 0.3, 1.4], [-1.1, -0.6, -0.8], [-0.2, -0.5, -0.8], [-0.5, 1.5, 1.2], [-0.1, 0.8, -0.3], [0.2, -0.1, 0.9], [0.1, -0.1, -0.5], [0.4, 0.1, -0.4], [-0.1, -0.8, -0.2], [2.0, 5.0, 5.2], [0.2, -1.5, 1.5], [-0.1, 0.0, -0.9], [-0.3, -0.1, -0.3], [0.6, 0.6, 0.4], [0.4, 0.1, -0.3], [-0.3, 0.0, -1.5], [-0.5, -0.4, 0.7], [0.6, 0.4, -0.6], [-0.3, -0.1, -0.5], [-0.3, -0.4, -0.2], [0.1, 0.3, -0.2], [-1.6, -1.2, 0.2], [1.2, -1.8, 2.3], [-0.5, -0.7, -0.3], [0.6, 0.0, -0.7], [-1.5, -1.1, 0.3], [-0.4, -0.2, 0.1], [0.6, 0.4, 0.3], [0.5, 1.0, 0.8], [1.6, 0.9, -2.1], [0.6, 0.5, -0.6], [-0.3, 0.4, 0.9], [-0.4, 0.5, 0.7], [0.5, -0.5, -0.3], [3.0, -1.8, -6.6], [0.1, 0.4, 0.1], [-0.8, -0.1, -1.7], [0.3, -1.1, -1.9], [-0.3, 2.5, -1.0], [0.3, 0.1, 0.1], [0.0, 0.1, 0.0], [0.2, 0.4, 0.0], [-0.1, -0.1, -0.1], [-0.4, 1.7, -0.8], [1.8, 1.2, 1.7], [-0.1, -0.1, 0.3], [-1.7, -1.4, -1.1], [0.0, -0.2, -0.3], [0.0, -0.1, -0.1], [-1.5, 0.0, 2.1], [0.4, 0.1, -0.1], [0.1, -0.1, -0.1], [0.0, 0.0, 0.1], [-0.1, -0.3, -0.2], [-0.1, 0.1, 0.1], [0.1, 0.1, -0.1], [0.8, 2.5, -0.3], [0.1, 0.2, 0.0], [-0.1, -0.1, -0.1], [0.0, -0.1, 0.2], [0.0, -0.1, 0.0], [-0.1, 0.0, 0.2], [0.2, 0.2, 0.2], [2.2, -1.0, 1.1], [0.3, 0.0, -0.3], [0.1, -0.2, -0.2], [0.2, -0.2, -0.9], [-0.2, 0.1, 0.1], [0.1, 0.1, 0.1], [0.1, 0.0, 0.0], [-0.3, -0.1, 0.1], [-1.8, 1.2, 0.2], [0.1, -0.2, 0.0], [0.0, 0.2, 2.1], [0.0, 0.2, -0.1], [-0.3, -0.1, 0.1], [0.9, 2.4, -0.9], [0.6, 0.5, 2.2], [0.6, -0.1, 0.1], [1.7, -1.8, 0.9], [0.1, 0.3, 0.2], [0.0, -0.1, 0.2], [-0.4, 0.1, 0.2], [0.0, 0.1, -0.1], [-0.3, 0.1, 0.2], [-0.2, -0.1, -0.2], [0.0, -0.2, 0.0], [0.0, 0.0, 0.1], [-1.1, -2.3, 0.7], [-0.1, 0.2, 0.1], [0.1, -0.1, 0.1], [-0.2, 0.0, 0.4], [0.1, -1.4, -1.0], [-0.1, 0.1, 0.1], [0.2, 0.0, 0.1]],
  "lowdin_charge": [0.519, 0.922, 0.088, 0.033, 0.093, 0.075, -0.071, 0.089, -0.227, 0.027, -0.071, 0.079, 0.021, 0.024, 0.089, 0.005, -0.087, 0.026, 0.036, -0.077, 0.049, 0.085, -0.170, -0.458, -0.168, -0.172, -0.081, -0.087, -0.154, -0.552, -0.437, -0.168, -0.079, -0.164, -0.102, -0.450, -0.150, -0.160, -0.169, -0.089, -0.196, -0.464, -0.399, -0.048, -0.427, -0.454, -0.069, -0.166, -0.440, -0.419, -0.161, -0.144, -0.155, -0.171, -0.368, -0.081, -0.078, -0.337, 0.118, 0.133, 0.128, 0.105, 0.139, 0.086, 0.075, 0.130, 0.087, 0.094, 0.141, 0.055, 0.135, 0.121, 0.130, 0.137, 0.122, 0.125, 0.157, 0.095, 0.136, 0.121, 0.130, 0.120, 0.132, 0.066, 0.139, 0.094, 0.078, 0.125, 0.121, 0.130, 0.131, 0.061, 0.123, 0.136, 0.120, 0.134, 0.059, 0.136, 0.096, 0.093, 0.128, 0.124, 0.130, 0.133, 0.120, 0.096, 0.124, 0.129, 0.080, 0.128, 0.138, 0.135, 0.135, 0.140, 0.126],
  "total_charge": 0,
  "orbital_gap_ev": 8.0,
  "lumo_energy_ev": -0.33,
  "e_tot_ev": -100453.057,
  "smiles": "CCP(C)C(=O)O[C@](N)(COO)CC(=O)Cl.O=C1CCCO1.O=C1CCCO1.O=C1CCCO1.O=C1CCCO1.O=C1CCCO1.O=C1CCCO1.O=C1CCCO1"
}